Record 1
{"formula": "C12H25N3O5V", "method": "ωB97M-V with the def2-TZVPD basis set", "de_lowest_ev": 1.935, "gap_ev": [6.31, 6.91], "spin_multiplicity": 4, "species": ["V", "C", "C", "O", "O", "H", "H", "H", "C", "C", "O", "H", "H", "H", "H", "H", "C", "O", "N", "C", "C", "H", "H", "H", "H", "H", "H", "H", "C", "O", "N", "C", "C", "H", "H", "H", "H", "H", "H", "H", "C", "C", "N", "H", "H", "H"], "xyz": [[0.239606, -0.561318, 0.019676], [3.183433, -3.087920, -1.681964], [2.082346, -2.325443, -1.009587], [2.200182, -1.696032, 0.038352], [0.961513, -2.048644, -1.476982], [2.783464, -3.305307, -2.672343], [3.225198, -3.987429, -1.067762], [4.160473, -2.604777, -1.673623], [-0.251148, 2.663530, 3.424650], [0.520240, 1.442244, 3.039674], [0.196656, 0.670457, 1.892574], [-0.068615, 3.477822, 2.723426], [0.140473, 3.062284, 4.360459], [-1.284268, 2.525824, 3.743706], [0.550516, 0.774347, 3.900535], [1.527453, 1.854353, 2.978191], [2.364841, 1.972162, -1.292317], [1.371671, 1.320036, -0.851977], [2.656805, 3.185835, -0.804394], [4.122782, 3.683066, -0.740823], [1.740914, 3.758316, 0.225859], [3.068580, 1.722911, -2.101531], [4.805493, 3.243601, -1.468060], [4.650245, 3.568965, 0.206200], [4.059664, 4.721909, -1.064750], [2.272537, 3.796471, 1.176668], [1.479435, 4.805786, 0.075753], [0.817393, 3.191504, 0.343902], [-2.392814, -0.274264, -2.098197], [-1.478121, -0.138451, -1.241342], [-3.612735, -0.688999, -1.740912], [-4.667076, -0.982720, -2.735683], [-3.888103, -0.998153, -0.271916], [-2.330395, -0.120695, -3.186653], [-4.631358, -0.348858, -3.621710], [-5.683367, -1.056228, -2.348587], [-4.443496, -2.008253, -3.029620], [-4.725194, -0.323512, -0.092342], [-4.233300, -2.031174, -0.229444], [-3.043055, -0.811808, 0.390859], [-1.442588, -4.767602, 1.865217], [-1.267759, -3.486412, 1.334296], [-1.050820, -2.466992, 0.834078], [-0.536983, -5.373056, 1.827732], [-2.192916, -5.302274, 1.282788], [-1.957799, -4.645099, 2.817921]], "forces_ev_per_a": [[1.0334, 0.1096, 0.5807], [-1.2186, -0.5647, 0.2656], [-0.9780, 2.9264, 0.2535], [3.3741, 0.6097, 4.4483], [-2.7502, -1.5394, -4.0194], [0.5553, -0.2328, -0.0709], [0.4177, -0.3684, -0.3347], [-0.3436, 0.1586, 0.0282], [-0.6080, 0.7867, 0.6319], [0.4773, -1.7982, -1.2122], [-0.4636, 0.5402, -0.1267], [-0.6826, 0.0075, -0.3227], [0.6576, -0.1116, 0.2192], [-0.4211, -0.1038, -0.8988], [-0.0563, -0.2183, 0.4173], [0.7738, -0.1912, -0.2866], [-2.1499, -1.0149, 1.6616], [2.2673, 0.7765, -1.9083], [1.3738, 1.0476, 1.2689], [-1.6517, 0.2791, -1.2090], [0.7437, 0.1477, 0.3721], [-0.2906, -0.8066, 0.1688], [-0.6041, -0.5941, -0.2808], [-0.7602, -0.0122, 0.3461], [0.2049, 0.1648, 0.5156], [-0.0559, -0.4485, 0.1971], [0.1649, 0.0417, -0.7902], [0.3935, -0.2657, -0.1685], [0.6830, -0.4000, 2.1210], [-1.3285, 0.2081, -2.0886], [-0.1411, 0.2417, 1.2267], [0.9655, -1.2389, 0.2534], [-0.7375, 0.5661, -2.0482], [0.6191, 0.2646, 0.2399], [0.0949, 0.1593, 0.2867], [0.2290, 0.6586, 0.4342], [-0.2447, -0.1278, -0.5564], [-0.0108, -0.1842, 0.7384], [0.0954, -0.0099, 0.2066], [-0.0849, 0.0455, -0.4786], [-1.3683, -1.7074, 0.5176], [1.0741, 3.0820, -1.9476], [0.0497, -0.7330, 0.7109], [-0.0076, 0.2513, 0.5201], [0.0403, -0.0201, -0.3463], [0.6694, -0.3815, 0.4641]]}


Record 2
{"formula": "C12H25N5O3SZn", "method": "ωB97M-V with the def2-TZVPD basis set", "total_charge": 2, "gap_ev": 9.29, "spin_multiplicity": 1, "species": ["Zn", "C", "O", "C", "C", "O", "C", "H", "H", "H", "H", "H", "H", "H", "H", "H", "H", "C", "N", "C", "S", "N", "C", "H", "H", "H", "H", "H", "H", "H", "H", "C", "N", "C", "C", "C", "N", "C", "O", "N", "H", "H", "H", "H", "H", "H", "H"], "xyz": [[-0.299179, -0.132853, -0.733406], [0.683521, -1.017653, 2.201694], [-0.420679, -0.599953, 1.400694], [-1.561179, -1.453353, 1.522494], [-1.551379, -2.553253, 0.456794], [-1.536779, -2.020553, -0.864406], [-2.825179, -1.989353, -1.493306], [0.405321, -0.996153, 3.257494], [1.489921, -0.309553, 2.025294], [1.012021, -2.023853, 1.937994], [-2.438379, -0.811853, 1.390294], [-1.585279, -1.905953, 2.517794], [-2.416479, -3.203253, 0.603794], [-0.636079, -3.144253, 0.569494], [-3.170479, -3.011353, -1.662906], [-2.711979, -1.475853, -2.446506], [-3.552279, -1.449953, -0.886206], [-0.188279, 3.685247, 1.796794], [-0.602679, 2.814647, 0.714094], [-1.788479, 2.228447, 0.642394], [-2.178279, 1.242147, -0.731906], [-2.688179, 2.409347, 1.590694], [-3.978479, 1.776247, 1.694194], [0.775421, 4.119147, 1.548194], [-0.084179, 3.120647, 2.726894], [-0.896379, 4.505647, 1.944994], [0.044621, 2.670647, -0.050206], [-2.472379, 3.058647, 2.335694], [-4.149979, 1.137647, 0.833394], [-4.766479, 2.525147, 1.732794], [-4.014479, 1.186447, 2.609494], [3.665321, 1.882447, -2.165806], [3.306821, 0.514447, -1.854806], [4.140621, -0.522453, -2.094206], [3.725921, -1.805053, -1.936506], [2.370421, -2.034553, -1.563006], [1.590821, -0.984153, -1.261206], [2.054621, 0.272747, -1.374506], [1.301921, 1.207747, -1.043406], [1.866621, -3.257353, -1.484206], [4.684021, 1.910647, -2.539706], [3.570321, 2.513747, -1.282906], [2.988321, 2.265947, -2.931206], [5.141021, -0.278153, -2.420406], [4.397121, -2.625753, -2.127106], [2.425121, -4.054053, -1.752006], [0.873721, -3.387253, -1.353606]], "forces_ev_per_a": [[-0.6534, -0.0973, 0.5575], [0.3239, 0.0110, 0.1772], [-0.0353, 0.0212, -0.5107], [-0.5523, -0.2816, -0.2634], [0.2337, 0.0473, 0.6814], [0.5289, 0.3658, 0.0275], [-0.3049, -0.0354, -0.2080], [-0.0081, 0.0301, -0.0774], [0.0177, -0.0270, 0.0165], [0.0216, -0.0285, -0.0388], [0.1043, -0.1204, 0.0697], [-0.0226, 0.0686, -0.0642], [0.0690, -0.0444, -0.0695], [-0.1399, -0.0733, -0.0061], [0.0582, 0.0734, -0.0041], [0.0203, -0.0652, 0.0342], [0.0482, 0.0214, 0.0589], [-0.0075, 0.0762, 0.2958], [0.1527, 0.1428, -0.0447], [0.1334, -0.2710, -0.3331], [0.1343, -0.2056, -0.3819], [0.4738, 0.4749, 0.2482], [-0.5971, -0.2515, 0.0895], [-0.0184, -0.0081, -0.0089], [-0.0090, 0.0713, 0.0164], [0.0666, -0.0371, -0.0462], [-0.2610, -0.0071, 0.0326], [0.1096, -0.0180, -0.0902], [-0.0119, 0.0259, 0.0699], [0.0046, 0.0410, -0.0219], [-0.0657, -0.0408, -0.0081], [0.0293, 0.8173, -0.1026], [-0.2343, -0.1311, 0.1380], [-0.1490, -0.7610, 0.0357], [0.0928, 0.1363, -0.0371], [0.2780, 0.3086, 0.0122], [-0.4172, -0.2917, -0.0527], [0.8400, 0.0142, -0.2107], [-0.3364, 0.2641, 0.0600], [-0.1511, -0.1384, -0.0419], [0.0094, -0.0143, 0.0413], [0.0945, -0.0875, -0.0388], [0.0976, -0.0187, 0.0395], [0.0047, 0.0452, -0.0264], [0.0338, -0.0528, -0.0335], [-0.1035, 0.0543, 0.0304], [0.0979, -0.0031, -0.0114]]}